Arrangement w

ORCA calculation (ωB97M-V/def2-TZVPD) on a 2-piece molecular cluster, C4H14N2O2 overall.

- highest occupied orbital energy (Ha) = -0.3187
- net charge = 0
- Kohn-Sham gap (eV) = 9.49
- M (g mol⁻¹) = 122.168

Each line ends with the Löwdin charge.
Geometry (Å):
C 1.111 0.501 2.743  -0.110
N -0.142 0.044 2.103  -0.096
C -0.054 -0.232 0.668  -0.365
C -0.998 -1.390 0.293  -0.242
N -0.719 -1.941 -1.007  0.005
C -0.378 1.039 -0.109  -0.188
O -0.173 0.834 -1.520  -0.103
H 1.980 0.474 2.091  0.073
H 1.328 -0.105 3.626  0.074
H 0.966 1.535 3.035  0.065
H -0.676 -0.569 2.706  0.099
H 0.988 -0.529 0.475  0.138
H -2.022 -0.992 0.302  0.125
H -0.975 -2.069 1.154  0.107
H -1.461 -2.372 -1.537  0.085
H 0.136 -2.482 -0.968  0.089
H 0.200 1.932 0.110  0.123
H -1.461 1.150 0.021  0.116
H -0.437 -0.059 -1.770  0.045
O 1.238 1.595 -4.336  -0.081
H 0.940 1.358 -3.442  0.001
H 0.610 2.278 -4.636  0.040



Arrangement x

ORCA calculation (ωB97M-V/def2-TZVPD) on C4H14N2O2 as an isolated structure.

- highest occupied orbital energy (Ha) = -0.2994
- net charge = 0
- Kohn-Sham gap (eV) = 3.64
- M (g mol⁻¹) = 122.168

Each line ends with the Löwdin charge.
Geometry (Å):
C -1.395 0.124 1.199  -0.192
C -0.495 -0.726 0.368  0.053
C -0.314 -0.088 -0.942  -0.065
C 0.872 -0.279 -1.803  -0.224
N 2.082 0.467 -1.313  0.020
N -0.830 1.376 1.671  0.202
H 1.263 0.754 3.121  0.036
H -2.264 -0.389 1.629  0.158
H 0.226 0.433 0.095  0.200
H 0.128 -1.449 0.849  0.110
H -1.233 0.209 -1.387  0.017
H 0.623 0.218 -2.730  0.113
H 1.824 1.196 -0.777  -0.008
H 2.377 -0.168 -0.471  0.027
H -1.646 0.950 0.483  0.159
H 0.973 0.123 3.103  0.024
H 2.378 -2.312 0.009  -0.085
H 1.078 -1.354 -1.930  0.136
O 2.414 -1.470 0.447  -0.381
H -3.724 0.146 -1.658  -0.079
H -1.553 2.060 1.734  0.078
O -2.785 0.180 -1.697  -0.298



Stability, lowest: arrangement x



Arrangement w

ORCA calculation (ωB97M-V/def2-TZVPD) on a 3-piece molecular cluster, C4H14N2O2 overall.

- highest occupied orbital energy (Ha) = -0.3598
- net charge = 0
- Kohn-Sham gap (eV) = 10.44
- M (g mol⁻¹) = 122.168

Each line ends with the Löwdin charge.
Geometry (Å):
C -2.725 -0.318 1.119  -0.106
C -1.264 -0.578 0.780  -0.257
C -0.318 0.632 0.853  -0.259
N 0.925 0.518 0.095  0.004
C 1.828 -0.260 0.531  -0.287
N 1.723 -1.150 1.602  0.090
H -2.864 -0.214 2.197  0.070
H -3.120 0.571 0.624  0.074
H -3.299 -1.162 0.740  0.069
H -0.771 -1.384 1.320  0.085
H -1.295 -0.943 -0.258  0.109
H -0.077 0.830 1.912  0.111
H -0.925 1.506 0.627  0.087
H 2.766 -0.265 -0.017  0.120
H 2.639 -1.499 1.864  0.086
H 1.247 -0.817 2.431  0.085
O 1.085 -0.972 -2.613  -0.065
H 1.078 -0.359 -1.869  -0.026
H 1.406 -1.773 -2.204  0.022
O -1.015 2.136 -1.663  -0.063
H -1.350 1.898 -2.537  0.043
H -0.133 1.748 -1.616  0.006



Arrangement x

ORCA calculation (ωB97M-V/def2-TZVPD) on a 2-piece molecular cluster, C4H14N2O2 overall.

- highest occupied orbital energy (Ha) = -0.3135
- net charge = 0
- Kohn-Sham gap (eV) = 9.18
- M (g mol⁻¹) = 122.168

Each line ends with the Löwdin charge.
Geometry (Å):
C -2.000 -1.332 0.730  -0.049
C -0.605 -1.543 1.245  -0.428
O 0.013 -2.370 0.270  -0.027
C 0.261 -0.357 1.205  -0.214
N 0.509 0.201 -0.145  -0.072
C 1.919 0.289 -0.549  -0.314
N 2.003 1.426 -1.454  -0.013
H -2.040 -0.668 -0.121  0.062
H -2.775 -0.907 1.351  0.073
H -2.439 -2.291 0.317  0.105
H -0.514 -2.033 2.240  0.156
H 0.122 -3.246 0.461  0.048
H -0.055 0.547 1.770  0.121
H 1.235 -0.586 1.754  0.133
H -0.078 -0.286 -0.795  0.085
H 2.443 0.455 0.402  0.097
H 2.345 -0.650 -1.072  0.136
H 1.103 1.966 -1.405  0.073
H 2.013 1.074 -2.389  0.038
O -1.659 3.247 -1.041  -0.128
H -1.976 2.319 -0.762  0.058
H -1.239 3.559 -0.177  0.063



Arrangement y

ORCA calculation (ωB97M-V/def2-TZVPD) on a 2-piece molecular cluster, C4H14N2O2 overall.

- highest occupied orbital energy (Ha) = -0.3458
- net charge = 0
- Kohn-Sham gap (eV) = 10.08
- M (g mol⁻¹) = 122.168

Each line ends with the Löwdin charge.
Geometry (Å):
N -0.161 2.789 -1.136  -0.001
C 0.291 1.549 -0.490  -0.256
C -0.948 0.969 0.208  -0.445
N -1.336 1.737 1.356  0.059
C -0.712 -0.485 0.620  -0.155
C -1.713 -1.087 1.610  -0.228
O -2.153 -2.404 1.238  -0.081
H 0.521 3.194 -1.774  0.069
H -0.109 3.468 -0.401  0.047
H 0.708 0.775 -1.131  0.111
H 1.113 1.729 0.218  0.115
H -1.628 0.944 -0.659  0.136
H -2.247 1.513 1.728  0.067
H -1.358 2.731 1.166  0.067
H 0.245 -0.436 1.092  0.101
H -0.534 -1.138 -0.238  0.115
H -2.622 -0.486 1.603  0.105
H -1.226 -1.221 2.558  0.112
H -1.869 -2.596 0.344  0.063
O 5.296 -3.973 -2.954  -0.051
H 4.515 -3.490 -2.714  0.022
H 5.925 -4.082 -2.243  0.029



Arrangement z

ORCA calculation (ωB97M-V/def2-TZVPD) on a 3-piece molecular cluster, C4H14N2O2 overall.

- highest occupied orbital energy (Ha) = -0.3205
- net charge = 0
- Kohn-Sham gap (eV) = 4.92
- M (g mol⁻¹) = 122.168

Each line ends with the Löwdin charge.
Geometry (Å):
C -0.259 -1.514 -0.594  -0.235
N -1.263 -1.507 -1.489  0.240
C -2.113 1.622 1.267  -0.220
O -0.779 2.039 1.090  -0.227
C 0.983 -0.624 -1.178  -0.393
C 2.287 -1.117 -0.582  -0.048
N 0.766 0.765 -1.034  0.120
H 0.031 -2.500 -0.182  0.135
H -0.458 -0.909 0.348  0.157
H -1.812 -2.366 -1.349  0.088
H -2.093 0.555 1.580  0.059
H -2.654 2.153 2.066  0.071
H -2.669 1.560 0.324  0.061
H 1.001 -0.929 -2.225  0.131
H 2.398 -2.183 -0.789  0.082
H 2.288 -0.948 0.492  0.069
H 3.087 -0.532 -1.040  0.096
H 0.015 1.145 -1.599  0.104
H 0.468 0.799 -0.073  0.023
H -0.219 1.220 1.498  -0.049
H 1.006 0.087 2.611  -0.002
O 0.518 0.141 1.786  -0.261



Stability, lowest: arrangement z